[1]
Entry from the OMol25 dataset: C28H64N2O6V as an isolated structure (wB97M-V/def2-TZVPD).

XYZ file:
```
101
C28H64N2O6V wB97M-V/def2-TZVPD
V -7.685 16.659 16.121
C -6.844 17.799 20.330
C -7.066 19.186 19.803
C -6.383 20.113 20.824
C -6.207 21.550 20.408
C -5.491 21.648 19.068
C -6.084 20.715 18.006
N -6.371 19.323 18.433
O -6.725 18.392 17.374
C -4.894 20.571 17.020
C -7.330 21.483 17.484
C -8.607 19.530 19.790
H -6.892 17.654 21.410
H -5.825 17.554 20.031
H -7.522 17.181 19.742
H -5.429 19.613 20.993
H -6.803 20.083 21.830
H -5.533 22.024 21.122
H -7.125 22.135 20.362
H -4.406 21.541 19.104
H -5.660 22.702 18.846
H -4.382 21.440 16.605
H -5.332 20.062 16.162
H -4.138 19.908 17.442
H -8.163 21.544 18.184
H -7.685 20.962 16.595
H -6.967 22.461 17.169
H -9.243 18.802 20.294
H -9.038 19.566 18.789
H -8.914 20.477 20.233
C -11.269 13.863 15.225
C -9.985 13.036 14.855
C -10.459 11.732 14.095
C -10.649 11.935 12.524
C -9.386 12.595 11.941
C -9.192 14.021 12.555
N -9.062 13.859 14.075
O -8.708 15.121 14.737
C -10.310 15.050 12.049
C -7.823 14.489 11.842
C -9.266 12.529 16.177
H -11.288 13.994 16.306
H -12.151 13.387 14.797
H -11.319 14.826 14.716
H -11.273 11.191 14.578
H -9.591 11.073 14.092
H -11.518 12.586 12.428
H -10.893 10.990 12.039
H -9.380 12.735 10.860
H -8.475 12.006 12.044
H -9.982 16.061 12.293
H -11.240 14.836 12.575
H -10.485 14.832 10.995
H -7.442 15.379 12.341
H -7.966 14.794 10.805
H -7.128 13.649 11.838
H -9.902 12.388 17.051
H -8.615 13.309 16.569
H -8.575 11.692 16.079
C -5.130 17.473 12.604
C -5.400 16.976 14.101
C -4.200 17.299 15.021
O -6.480 17.698 14.544
H -4.216 17.015 12.226
H -4.982 18.550 12.539
H -5.911 17.069 11.959
H -5.577 15.902 14.057
H -3.701 18.235 14.771
H -3.523 16.447 15.080
H -4.513 17.534 16.039
H -6.156 18.601 14.510
C -11.809 17.911 15.913
C -10.513 17.875 15.039
C -10.516 18.936 13.986
O -9.286 18.066 15.756
H -12.151 16.883 16.033
H -12.673 18.493 15.593
H -11.457 18.166 16.912
H -10.497 16.924 14.507
H -9.628 18.764 13.379
H -10.372 19.962 14.324
H -11.473 18.943 13.464
H -9.207 19.010 15.907
C -6.067 13.560 18.421
C -5.647 14.830 17.855
C -4.181 14.947 17.554
O -6.293 15.038 16.599
H -6.428 12.880 17.649
H -6.971 13.595 19.030
H -5.335 13.058 19.054
H -5.985 15.652 18.485
H -3.868 15.948 17.258
H -3.759 14.286 16.797
H -3.814 14.725 18.556
H -6.354 14.173 16.186
C -10.177 15.873 18.077
O -8.779 15.912 18.012
H -10.452 16.903 18.306
H -10.474 15.566 17.074
H -10.595 15.146 18.772
H -8.435 15.726 18.889
```

- E_HOMO (alpha / beta) (eV) = -8.316 / -8.336
- Kohn-Sham gap (alpha / beta) (eV) = 6.34 / 3.89
- net charge = +1
- spin multiplicity = 5

---

[2]
Entry from the OMol25 dataset: the molecule C10H20N4O4 (wB97M-V/def2-TZVPD).

XYZ file:
```
38
C10H20N4O4 wB97M-V/def2-TZVPD
N -1.483 3.857 0.326
C -2.564 3.950 -0.656
C -3.295 2.504 -0.942
C -2.341 1.579 -1.629
C -1.239 1.072 -0.747
C -0.263 0.199 -1.634
N -0.993 -0.970 -2.228
C 0.892 -0.202 -0.799
O 1.727 0.667 -0.507
N 1.084 -1.442 -0.368
C 1.879 -1.736 0.905
C 1.302 -3.015 1.582
C 1.780 -3.132 3.018
N 2.894 -3.901 3.081
O 1.107 -2.735 3.978
C 3.358 -1.880 0.530
O 3.878 -2.930 0.459
O 4.070 -0.794 0.234
H -2.018 3.513 1.233
H -1.309 4.855 0.538
H -2.131 4.328 -1.615
H -3.395 4.693 -0.419
H -3.764 2.128 0.060
H -4.208 2.797 -1.452
H -2.874 0.849 -2.335
H -1.839 2.264 -2.405
H -0.728 1.870 -0.316
H -1.553 0.247 -0.075
H 0.196 0.857 -2.393
H -1.853 -0.733 -2.727
H -0.367 -1.401 -2.958
H 0.071 -1.895 -0.296
H 1.796 -0.865 1.559
H 1.664 -3.894 0.943
H 0.225 -2.837 1.695
H 3.477 -3.857 2.318
H 3.502 -3.827 3.937
H 3.315 -0.182 0.103
```

- SMILES = NCCCC[C@H](N)C(=O)N[C@@H](CC(N)=O)C(=O)O
- E_HOMO (eV) = -9.891
- Kohn-Sham gap (eV) = 10.58
- net charge = 0
- spin multiplicity = 1

---

[3]
Entry from the OMol25 dataset: the molecule C19H23N3O2S (wB97M-V/def2-TZVPD).

XYZ file:
```
48
C19H23N3O2S wB97M-V/def2-TZVPD
C -4.175 -2.310 0.053
C -4.255 -1.709 -1.118
C -3.583 -0.420 -1.490
N -2.644 0.049 -0.495
C -1.415 -0.518 -0.374
S -0.981 -1.765 -1.523
C 0.774 -1.879 -1.081
C 1.390 -0.488 -1.225
O 0.953 0.281 -2.060
N 2.430 -0.173 -0.424
C 3.081 -1.062 0.509
C 4.197 -1.866 -0.171
C 5.561 -1.164 -0.176
C 5.524 0.366 -0.278
C 4.494 0.929 -1.259
C 3.098 1.092 -0.652
N -0.532 -0.208 0.510
C -0.818 0.801 1.384
C 0.135 1.169 2.341
C -0.138 2.189 3.222
C -1.359 2.863 3.177
C -2.308 2.510 2.244
C -2.049 1.478 1.340
C -3.047 1.090 0.353
O -4.145 1.592 0.229
H -4.699 -3.228 0.252
H -3.588 -1.916 0.867
H -4.858 -2.125 -1.912
H -4.343 0.364 -1.592
H -3.062 -0.534 -2.447
H 1.220 -2.563 -1.803
H 0.831 -2.295 -0.080
H 3.496 -0.455 1.318
H 2.347 -1.734 0.954
H 3.881 -2.068 -1.197
H 4.306 -2.830 0.327
H 6.141 -1.563 -1.011
H 6.099 -1.421 0.739
H 6.520 0.695 -0.581
H 5.338 0.799 0.707
H 4.432 0.299 -2.148
H 4.822 1.919 -1.580
H 2.466 1.663 -1.333
H 3.167 1.632 0.299
H 1.074 0.638 2.362
H 0.599 2.473 3.958
H -1.556 3.661 3.876
H -3.262 3.012 2.186
```

- SMILES = C=CCn1c(SCC(=O)N2CCCCCC2)nc2ccccc2c1=O
- E_HOMO (eV) = -8.242
- Kohn-Sham gap (eV) = 8.85
- net charge = 0
- spin multiplicity = 1

---

[4]
Entry from the OMol25 dataset: C3H9N5 as an isolated structure (wB97M-V/def2-TZVPD).

XYZ file:
```
17
C3H9N5 wB97M-V/def2-TZVPD
C -0.147 1.682 0.305
C 2.018 -0.608 0.000
C -0.923 -0.732 -0.215
H 0.760 1.840 1.288
H 0.000 2.281 -0.755
H -1.447 1.516 0.585
H 1.150 0.825 -1.835
H 3.178 -0.541 -0.469
H 0.662 -1.031 1.385
H -2.830 0.505 0.269
H -2.718 -1.205 0.566
H 0.275 -1.737 -1.283
N 0.049 0.312 -0.089
N 1.228 0.366 -0.675
N 1.606 -1.230 1.131
N -2.117 -0.353 0.372
N -0.745 -1.889 -0.582
```

- E_HOMO (eV) = -9.003
- Kohn-Sham gap (eV) = 9.29
- net charge = 0
- spin multiplicity = 1

---

[5]
Entry from the OMol25 dataset: the molecule C4H6N2O2 (wB97M-V/def2-TZVPD).

XYZ file:
```
14
C4H6N2O2 wB97M-V/def2-TZVPD
C 2.183 -0.146 -0.023
C -0.534 -0.914 -0.264
C -1.719 0.089 -0.508
C 0.583 0.088 0.047
N 1.547 -0.276 1.073
N -0.061 1.380 -0.067
O 3.208 -0.182 -0.632
O -1.434 1.269 0.131
H -0.862 -1.599 0.547
H -0.336 -1.613 -1.205
H -1.665 0.253 -1.585
H -2.776 -0.268 -0.226
H 1.662 -0.214 2.095
H 0.205 2.133 0.616
```

- E_HOMO (alpha / beta) (eV) = -3.807 / -9.260
- Kohn-Sham gap (alpha / beta) (eV) = 4.53 / 6.88
- net charge = 0
- spin multiplicity = 3

---

[6]
Entry from the OMol25 dataset: a 3-piece molecular cluster, FH3N2O overall (wB97M-V/def2-TZVPD).

XYZ file:
```
7
FH3N2O wB97M-V/def2-TZVPD
N 1.284 -0.066 0.139
N -1.284 -1.040 -0.303
O -1.956 -0.485 0.422
F -2.394 1.147 0.009
H 1.952 0.496 0.627
H 1.774 -0.603 -0.525
H 0.624 0.551 -0.369
```

- E_HOMO (alpha / beta) (eV) = -8.612 / -10.145
- Kohn-Sham gap (alpha / beta) (eV) = 8.53 / 6.72
- net charge = 0
- spin multiplicity = 3

---

[7]
Entry from the OMol25 dataset: an isolated ion of composition C5H10NS and charge +1 (wB97M-V/def2-TZVPD).

XYZ file:
```
17
C5H10NS wB97M-V/def2-TZVPD
C -2.087 0.774 0.207
C 1.342 -0.116 0.272
C 0.438 -1.228 -0.041
C -1.019 -1.897 -0.072
C 2.762 -0.209 -0.038
N -3.117 1.582 -0.151
S -2.494 -1.197 0.065
H -1.226 0.841 -0.451
H -1.821 0.854 1.259
H 0.976 0.769 0.772
H 1.052 -2.033 -0.446
H -0.970 -2.959 -0.231
H 3.005 -1.048 -0.683
H 3.327 -0.310 0.894
H 3.105 0.721 -0.492
H -3.893 1.681 0.486
H -3.374 1.632 -1.126
```

- E_HOMO (alpha / beta) (eV) = -13.724 / -13.724
- Kohn-Sham gap (alpha / beta) (eV) = 7.97 / 7.97
- net charge = +1
- spin multiplicity = 1

---

[8]
Entry from the OMol25 dataset: a 6-piece molecular cluster, C32H72Br2N4 overall (wB97M-V/def2-TZVPD).

XYZ file:
```
110
C32H72Br2N4 wB97M-V/def2-TZVPD
C -0.359 -3.543 7.451
C -0.840 -3.012 6.091
C 0.184 -2.063 5.568
N -0.079 -1.491 4.194
C -0.239 -2.644 3.180
C -1.293 -0.538 4.148
C -0.802 0.753 4.661
C 0.666 0.876 4.249
C 1.135 -0.565 3.790
H -1.168 -4.176 7.816
H -0.193 -2.651 8.055
H 0.517 -4.186 7.380
H -1.825 -2.547 6.101
H -0.983 -3.823 5.377
H 1.088 -2.670 5.523
H 0.521 -1.233 6.190
H -1.196 -3.164 3.222
H 0.557 -3.341 3.442
H -0.003 -2.236 2.197
H -1.597 -0.437 3.105
H -2.129 -0.891 4.751
H -1.372 1.597 4.273
H -0.864 0.673 5.747
H 0.778 1.448 3.328
H 1.314 1.152 5.082
H 1.353 -0.687 2.729
H 2.054 -0.905 4.267
C -3.426 -0.446 -3.311
C -4.847 0.019 -2.935
C -4.740 0.769 -1.612
N -6.085 1.128 -0.896
C -6.930 1.718 -1.939
C -5.781 2.148 0.274
C -7.009 2.029 1.232
C -7.689 0.726 0.762
C -6.793 -0.050 -0.209
H -3.498 -0.971 -4.264
H -3.169 -1.288 -2.669
H -2.717 0.381 -3.267
H -5.432 -0.898 -2.866
H -5.333 0.577 -3.735
H -4.218 1.726 -1.604
H -4.156 0.259 -0.845
H -7.895 2.121 -1.630
H -7.110 0.914 -2.652
H -6.405 2.508 -2.476
H -5.615 3.117 -0.197
H -4.859 1.877 0.789
H -7.596 2.920 1.011
H -6.915 1.915 2.312
H -8.508 1.003 0.098
H -8.145 0.132 1.554
H -7.305 -0.630 -0.976
H -6.046 -0.604 0.360
C 5.804 -5.129 -1.377
C 6.261 -3.860 -2.232
C 5.002 -3.107 -2.848
N 5.336 -1.792 -3.595
C 6.353 -2.006 -4.748
C 5.943 -0.783 -2.587
C 5.322 0.594 -2.944
C 3.873 0.175 -3.183
C 4.028 -1.083 -4.001
H 5.450 -5.897 -2.065
H 5.054 -4.749 -0.684
H 6.631 -5.608 -0.852
H 6.891 -4.133 -3.078
H 6.898 -3.304 -1.544
H 4.276 -2.866 -2.072
H 4.418 -3.699 -3.554
H 7.272 -2.443 -4.358
H 6.613 -1.066 -5.234
H 5.815 -2.614 -5.475
H 7.028 -0.851 -2.661
H 5.567 -1.135 -1.626
H 5.653 0.919 -3.930
H 5.465 1.338 -2.160
H 3.177 0.930 -3.549
H 3.426 -0.037 -2.212
H 4.211 -0.924 -5.063
H 3.167 -1.740 -4.125
C 2.442 5.130 -2.753
C 2.155 3.736 -2.200
C 0.895 3.716 -1.263
N 0.669 2.399 -0.443
C 1.959 1.850 0.213
C -0.521 2.606 0.561
C -1.400 1.311 0.458
C -0.699 0.290 -0.462
C 0.098 1.277 -1.375
H 3.280 5.111 -3.449
H 2.781 5.795 -1.959
H 1.622 5.700 -3.190
H 3.038 3.316 -1.718
H 1.892 3.148 -3.079
H -0.082 4.007 -1.651
H 1.124 4.430 -0.471
H 2.489 2.626 0.766
H 2.563 1.414 -0.582
H 1.730 1.063 0.931
H -0.070 2.677 1.551
H -1.080 3.479 0.224
H -1.601 0.866 1.433
H -2.341 1.548 -0.038
H -0.096 -0.417 0.109
H -1.376 -0.349 -1.027
H 0.945 0.932 -1.969
H -0.542 1.762 -2.112
Br -2.656 -2.601 0.413
Br 0.844 5.252 2.614
```

- E_HOMO (eV) = -10.179
- Kohn-Sham gap (eV) = 5.77
- net charge = +2
- spin multiplicity = 1

---

[9]
Entry from the OMol25 dataset: C17H27NO2S as an isolated structure (wB97M-V/def2-TZVPD).

XYZ file:
```
48
C17H27NO2S wB97M-V/def2-TZVPD
C 1.605 1.450 -2.152
H 2.221 0.570 -2.635
H 0.915 1.807 -2.954
H 2.309 2.248 -2.209
C 0.997 1.001 -1.002
N 0.240 2.318 -0.380
H -0.238 2.706 -1.071
C -0.721 2.337 0.491
H -1.043 3.365 0.771
C -1.936 1.504 0.208
O -2.741 2.513 -0.718
H -3.696 2.086 -0.842
C -2.847 1.089 1.319
O -4.046 0.702 1.097
C -4.037 -0.814 0.978
C -3.216 -1.453 0.195
C -3.303 -1.637 -1.225
C -2.309 -2.147 -1.886
C -1.177 -2.397 -1.200
S -1.660 -2.096 0.627
H -0.412 -3.008 -1.472
H -2.365 -2.129 -2.878
H -4.220 -0.965 -1.704
H -3.771 -1.080 2.279
H -5.067 -0.935 0.701
H -3.095 2.248 1.859
H -2.313 0.505 2.183
H -1.651 0.753 -0.270
H -0.337 1.816 1.606
C 2.112 0.800 0.239
H 2.541 1.909 0.390
C 3.170 -0.120 -0.447
H 3.880 0.398 -1.048
C 3.854 -0.577 0.983
H 4.216 0.355 1.546
H 4.718 -0.977 0.934
C 2.634 -1.032 1.444
H 2.683 -1.388 2.904
C 1.586 0.154 1.466
H 0.476 -0.152 1.441
H 1.710 0.697 2.474
C 2.118 -2.050 0.834
H 1.107 -2.444 0.681
H 2.803 -3.162 0.792
C 2.519 -1.392 -0.816
H 1.918 -1.412 -1.411
H 3.462 -2.141 -1.236
H 0.408 0.178 -0.888
```

- E_HOMO (eV) = -8.386
- Kohn-Sham gap (eV) = 7.98
- net charge = 0
- spin multiplicity = 1

---

[10]
Entry from the OMol25 dataset: the molecule C4H6N2O (wB97M-V/def2-TZVPD).

XYZ file:
```
13
C4H6N2O wB97M-V/def2-TZVPD
C -1.307 -0.746 1.565
C -0.592 -0.327 0.324
N -1.145 0.201 -0.733
C -0.105 0.616 -1.542
C 1.081 0.371 -0.922
O 2.346 0.794 -1.155
N 0.781 -0.279 0.248
H -2.259 -0.211 1.586
H -0.735 -0.460 2.455
H -1.509 -1.820 1.609
H -0.261 1.110 -2.492
H 2.272 1.525 -1.782
H 1.433 -0.774 0.839
```

- SMILES = Cc1ncc(O)[nH]1
- E_HOMO (eV) = -8.039
- Kohn-Sham gap (eV) = 8.76
- net charge = 0
- spin multiplicity = 1

---

[11]
Entry from the OMol25 dataset: a 2-piece molecular cluster, C2H2O3S overall (wB97M-V/def2-TZVPD).

XYZ file:
```
8
C2H2O3S wB97M-V/def2-TZVPD
C -0.797 -0.514 -0.219
C -1.890 -0.612 0.461
O 0.241 -0.563 -0.806
O 2.607 1.234 -1.580
O 1.894 1.038 0.797
S 2.472 0.400 -0.381
H -1.691 0.087 1.390
H -2.835 -1.070 0.338
```

- E_HOMO (eV) = -10.029
- Kohn-Sham gap (eV) = 9.20
- net charge = 0
- spin multiplicity = 1

---

DFT total energy / eV: -71015.653 -24844.641 -39477.653 -10699.902 -11311.162 -7787.516 -17663.136 -180380.912 -34470.511 -9272.785 -19082.035
Energy above the lowest of the compared OMol25 structures with the same formula, charge and spin / kcal/mol: 0.0 42.4 32.4 187.9 130.3 0.0 73.5 52.1 383.2 16.5 55.6